ORCA calculation (wB97M-V/def2-TZVPD) on C11H13BrEuO3S as an isolated structure at a distorted geometry.

Element x y z (Å)
H -0.02 -3.38 -0.36
C 3.06 4.73 -0.70
Eu 0.07 0.24 0.74
H 2.99 4.44 -2.93
H -0.75 -1.77 -2.42
Br 1.56 2.37 1.53
H 4.07 4.45 -0.44
C 0.10 -1.61 -1.75
H 2.19 5.32 1.29
C 0.85 5.36 -0.51
C -1.14 -2.91 2.92
O 0.05 -0.57 3.01
H 2.33 -2.45 0.63
H -1.46 -3.27 1.94
S -1.35 -1.13 3.00
O -2.15 -0.80 4.15
C 1.72 -1.97 -0.14
C 0.49 -2.46 -0.67
C 1.07 -0.57 -1.87
H 2.95 -0.15 -0.69
O -1.92 -0.70 1.66
C 2.48 4.70 -2.00
C 2.06 5.17 0.22
H -1.75 -3.35 3.71
H -0.11 5.66 -0.08
H -0.08 -3.15 3.07
H 0.40 5.19 -2.70
C 2.07 -0.78 -0.87
C 1.11 5.09 -1.88
H 1.09 0.21 -2.64

Properties
* electronic energy: -4335.2699 hartree
* strongest force on any atom: 2.7 eV/A
* net charge: -2
* multiplicity: 8
* gap between HOMO and LUMO (alpha / beta): 0.1492 / 0.1492 Eh